ORCA calculation (wB97M-V/def2-TZVPD) on a structure of composition C10H13AuN3O5 at a distorted geometry.

Each line ends with the Löwdin charge.
Cartesian coordinates (Å):
1 O 1.94975 -0.08838 -3.58963  0.3246
2 C 1.93888 0.47648 -2.60646  -0.0494
3 Au 1.91093 1.52115 -0.86744  0.9879
4 O 4.14273 3.41652 -1.95852  0.3380
5 C 3.34582 2.72004 -1.56448  -0.0764
6 C 1.91394 2.47270 0.88017  -0.0618
7 O 1.91147 3.04016 1.86531  0.3266
8 C 3.36758 0.25980 -0.15071  -0.0493
9 O 4.16947 -0.43877 0.25384  0.3230
10 C 0.52122 2.71206 -1.58432  -0.1085
11 O -0.28687 3.41387 -1.99070  0.3017
12 C 0.89426 -2.48684 1.08806  0.0014
13 N -0.44950 -1.81728 0.85383  -0.0840
14 C -1.53028 -2.67433 1.32950  -0.0298
15 C -0.65098 -0.57157 0.32384  -0.3686
16 N 0.48215 -0.03267 -0.05958  0.0618
17 N -1.79317 0.09823 0.16015  -0.0733
18 C -3.17226 -0.27520 0.49110  -0.0164
19 C -1.85424 1.44573 -0.50379  -0.0235
20 H 0.81046 -3.48270 1.58597  0.1255
21 H 1.51976 -1.89269 1.75692  0.0961
22 H 1.41106 -2.69547 0.14540  0.0984
23 H -2.02805 -2.19963 2.18244  0.1124
24 H -2.20389 -2.91236 0.49968  0.1133
25 H -1.20227 -3.65536 1.71569  0.1134
26 H 1.29137 -0.65792 0.04467  0.0062
27 H -3.62034 0.45971 1.18092  0.1228
28 H -3.79864 -0.30784 -0.41536  0.1230
29 H -3.28325 -1.24903 0.97155  0.0690
30 H -1.28389 2.18015 0.07086  0.0794
31 H -1.54107 1.35386 -1.54677  0.0837
32 H -2.88214 1.86759 -0.56213  0.1327

Results
relative energy (zero: lowest compared OMol25 entry of this formula, charge and spin) = 457.4 kJ/mol
2S+1 = 3
M = 452.20 u
Kohn-Sham gap (spin up / spin down) = 6.484 / 4.657 eV
F_max = 8.8 eV Å⁻¹
net charge = +3

ORCA calculation (wB97M-V/def2-TZVPD) on a structure of composition C7H17N at a distorted geometry.

Each line ends with the Löwdin charge.
Cartesian coordinates (Å):
1 C 2.24566 -1.88250 1.39964  -0.1616
2 N -0.41942 -0.34676 0.22977  -0.0095
3 C 0.23621 0.59321 -0.31245  -0.2643
4 C -1.67703 0.45086 0.07622  -0.4053
5 C -1.98577 1.12051 1.54382  -0.0886
6 C -2.17428 1.45831 -1.08709  -0.0754
7 C 0.71874 0.60261 -1.77785  -0.0368
8 C 2.79426 -1.94039 -0.07327  -0.1757
9 H 1.38517 -1.19238 1.45640  0.0250
10 H 3.01649 -1.62675 2.13081  0.0478
11 H 1.95087 -2.95020 1.66764  0.0790
12 H 0.40072 1.55574 0.26947  0.1341
13 H -2.48095 -0.42879 0.14957  0.1635
14 H -3.06377 1.54141 1.61257  0.0885
15 H -1.87397 0.33898 2.29182  0.0518
16 H -1.22306 1.84058 1.87727  0.0531
17 H -2.05809 1.19346 -2.09427  0.0336
18 H -3.34608 1.59437 -0.83301  0.1200
19 H -1.82918 2.47223 -0.92289  0.0599
20 H 0.44405 1.51466 -2.20763  0.0498
21 H 1.77845 0.41341 -1.94609  0.0685
22 H 0.22430 -0.24217 -2.24587  0.0842
23 H 3.57554 -2.70856 -0.24694  0.0595
24 H 1.90585 -2.26459 -0.74338  0.0865
25 H 3.18280 -1.03970 -0.43800  0.0125

Results
relative energy (zero: lowest compared OMol25 entry of this formula, charge and spin) = 491.3 kJ/mol
M = 115.22 u
Kohn-Sham gap = 8.256 eV
F_max = 6.1 eV Å⁻¹

ORCA calculation (wB97M-V/def2-TZVPD) on a structure of composition C2H4AgLiO2.

Each line ends with the Löwdin charge.
Cartesian coordinates (Å):
1 O 2.66985 -0.33307 2.45031  -0.6260
2 H 3.06505 -0.63865 3.26422  -0.1611
3 C 0.35140 -0.46444 -1.48923  -0.0750
4 C -0.55588 0.02744 -0.61670  -0.4903
5 O -0.45458 0.05263 0.69719  -0.4700
6 H 1.26536 -0.96287 -1.15251  0.0297
7 H 0.15638 -0.41312 -2.56072  0.0130
8 H -1.49738 0.43051 -1.03138  0.0780
9 Ag -2.21466 0.86129 2.13900  0.1386
10 Li 1.17091 -0.32580 1.55262  0.5630

Results
relative energy (zero: lowest compared OMol25 entry of this formula, charge and spin) = 0.0 kJ/mol
2S+1 = 2
M = 174.86 u
Kohn-Sham gap (spin up / spin down) = 6.175 / 7.216 eV
F_max = 0.4 eV Å⁻¹
net charge = -1

ORCA calculation (wB97M-V/def2-TZVPD) on a structure of composition C23H29BrNO4SSr at a distorted geometry.

Each line ends with the Löwdin charge.
Cartesian coordinates (Å):
1 Sr -0.01665 -0.13300 -0.38708  1.6062
2 C -2.62034 -0.24640 0.42793  -0.3805
3 C -2.53003 1.10731 0.83847  -0.2887
4 C -1.92834 1.13905 2.11252  -0.2620
5 C -1.64698 -0.17802 2.50322  -0.2558
6 C -2.07706 -1.04310 1.46985  -0.3175
7 C -2.09860 -2.54230 1.50626  -0.0674
8 C -0.94264 -0.58458 3.75940  -0.0576
9 C -1.51708 2.37465 2.84182  -0.0537
10 C -2.93627 2.31229 0.04532  -0.0555
11 C -3.48516 -0.78156 -0.67665  -0.0673
12 H -2.08446 -2.97353 0.50155  0.0547
13 H -2.99052 -2.96000 1.99468  0.0750
14 H -1.23872 -2.96264 2.03805  0.0622
15 H -0.99490 -1.66426 3.91898  0.0609
16 H -1.38478 -0.11944 4.64782  0.0658
17 H 0.12152 -0.32286 3.78106  0.0740
18 H -0.52226 2.73535 2.55533  0.0548
19 H -1.48592 2.21662 3.92468  0.0644
20 H -2.20878 3.20496 2.66560  0.0682
21 H -2.11551 3.01743 -0.13254  0.0667
22 H -3.72692 2.89566 0.53332  0.0701
23 H -3.31633 2.03756 -0.94159  0.0628
24 H -3.12406 -1.73756 -1.06696  0.0595
25 H -3.53604 -0.10631 -1.53702  0.0619
26 H -4.52316 -0.94815 -0.36157  0.0752
27 Br 2.40249 3.38359 -3.47870  0.7676
28 C 2.03147 4.38029 -1.90099  -0.5875
29 C 2.52328 5.68166 -1.89831  -0.1504
30 C 2.31743 6.50338 -0.80460  -0.0946
31 C 1.62945 6.01433 0.29985  -0.0815
32 C 1.17585 4.70998 0.29288  -0.0132
33 C 1.35729 3.86478 -0.80649  -0.1487
34 C 0.80704 2.46704 -0.67478  -0.7268
35 O 0.41532 1.86927 -1.70816  -0.1976
36 O 0.74773 1.99030 0.48826  -0.1816
37 H 3.06591 6.04110 -2.76104  0.0854
38 H 2.69775 7.51638 -0.81735  0.0974
39 H 1.45467 6.64032 1.16453  0.0987
40 H 0.65862 4.29672 1.14821  0.1085
41 O 2.88976 -2.80845 1.80062  0.0280
42 C 2.03991 -3.11268 0.98608  -0.5157
43 C 1.66850 -4.55419 0.65041  -0.0949
44 C 0.73754 -4.41592 -0.53812  -0.0960
45 C 0.53559 -2.92358 -0.62353  -0.5728
46 O -0.24785 -2.39690 -1.43720  -0.1216
47 N 1.28140 -2.21027 0.25514  0.0391
48 H 1.17883 -4.97635 1.52976  0.1176
49 H 2.57310 -5.13366 0.47061  0.1123
50 H -0.23119 -4.90426 -0.43916  0.1174
51 H 1.18325 -4.75529 -1.47495  0.1195
52 C 4.40775 -0.97506 -0.80038  -0.4183
53 S 3.47923 0.55214 -0.69381  0.7650
54 C 3.57190 0.87091 1.06699  -0.3934
55 H 5.48588 -0.81683 -0.73947  0.0306
56 H 4.18809 -1.42527 -1.76888  0.0312
57 H 4.10364 -1.66911 -0.01845  0.0108
58 H 3.18434 0.02188 1.63262  0.0359
59 H 2.92748 1.72668 1.25908  0.0170
60 H 4.58525 1.09706 1.40129  0.0365

Results
relative energy (zero: lowest compared OMol25 entry of this formula, charge and spin) = 58.5 kJ/mol
M = 583.08 u
Kohn-Sham gap = 6.157 eV
F_max = 1.3 eV Å⁻¹
net charge = -1

ORCA calculation (wB97M-V/def2-TZVPD) on a cluster of 2 separate species, CH2N2OS2 in total at a distorted geometry.

Each line ends with the Löwdin charge.
Cartesian coordinates (Å):
1 C -0.05434 -0.63995 0.19805  -1.2747
2 N -0.67409 2.36668 -0.24272  0.1071
3 N -0.95476 0.22642 0.44206  -0.0654
4 O 0.32847 2.32099 -0.77125  -0.0114
5 S 0.15032 -1.83622 1.42471  0.5828
6 S 0.98751 -0.62561 -1.34544  0.6281
7 H -1.41815 0.11539 1.42804  0.0985
8 H 1.63505 -1.92771 -1.13344  -0.0650

Results
relative energy (zero: lowest compared OMol25 entry of this formula, charge and spin) = 334.4 kJ/mol
M = 122.17 u
Kohn-Sham gap (spin up / spin down) = 9.003 / 5.384 eV
F_max = 2.6 eV Å⁻¹

ORCA calculation (wB97M-V/def2-TZVPD) on an isolated molecule of C2H6N4O2 at a distorted geometry.

Each line ends with the Löwdin charge.
Cartesian coordinates (Å):
1 N -0.78283 -2.12383 0.95578  -0.0257
2 N -1.01538 -1.30963 -0.21693  -0.0263
3 C -0.23656 -0.28884 -0.26716  -0.3335
4 C 0.38785 0.46123 0.89923  -0.0779
5 N 0.79041 1.63106 0.70973  0.0206
6 O 1.37303 2.00847 1.94228  -0.0680
7 N 0.10681 0.17416 -1.52741  -0.0263
8 O -0.59923 -0.40039 -2.57267  -0.0364
9 H -1.64432 -2.12150 1.52771  0.0809
10 H -0.74826 -3.05933 0.55208  0.0688
11 H 0.52686 -0.15633 1.76639  0.1117
12 H 1.62909 2.93489 1.74430  0.1030
13 H 0.15680 1.18836 -1.60620  0.1339
14 H -0.71145 -1.28737 -2.18176  0.0752

Results
structure (SMILES) = N/N=C(\C=N\O)NO
relative energy (zero: lowest compared OMol25 entry of this formula, charge and spin) = 463.2 kJ/mol
M = 118.10 u
Kohn-Sham gap = 9.457 eV
F_max = 3.5 eV Å⁻¹

ORCA calculation (wB97M-V/def2-TZVPD) on a structure of composition C19H38N5OPPdSi at a distorted geometry.

Each line ends with the Löwdin charge.
Cartesian coordinates (Å):
1 Pd -0.11490 0.55009 -0.44200  0.6266
2 Si 1.99791 0.61100 -1.35132  0.4191
3 P -0.70209 0.71305 -2.80299  0.7252
4 N -0.40655 -1.42860 -0.55083  -0.0228
5 H -0.21577 2.24177 0.41877  0.0859
6 C -2.49692 0.63704 -3.10110  -0.2589
7 H -2.75176 0.63314 -4.16591  0.0458
8 H -2.98825 1.48061 -2.60926  0.0317
9 H -2.85084 -0.28387 -2.62694  0.0441
10 C -0.07980 2.18330 -3.70212  -0.2427
11 H -0.55912 2.22132 -4.68995  0.0476
12 H 1.00861 2.13581 -3.83573  0.0278
13 H -0.33449 3.08839 -3.13529  0.0274
14 C -0.22135 -0.71654 -3.85369  -0.2764
15 H -0.46311 -0.48896 -4.90319  0.0469
16 H -0.79327 -1.59463 -3.52827  0.0358
17 H 0.84509 -0.94775 -3.76521  0.0088
18 C 2.80384 2.27810 -0.99491  -0.3367
19 H 2.52070 2.64239 0.00223  0.0012
20 H 2.51701 3.00389 -1.76817  0.0053
21 H 3.88928 2.12922 -1.03357  0.0084
22 H 2.82217 -0.46847 -0.72990  -0.0909
23 H 2.22925 0.42355 -2.80270  -0.0824
24 C -0.27916 -2.65790 -0.95927  -0.4332
25 C -1.36736 -4.87108 -0.98946  -0.0897
26 C -1.42567 -3.51575 -0.74447  -0.0370
27 C 0.92074 -3.26216 -1.51134  -0.0257
28 C 0.96401 -4.62348 -1.75537  -0.0907
29 C -0.16747 -5.42185 -1.49458  -0.0846
30 H -2.25426 -5.47934 -0.78168  0.1053
31 H -2.31888 -3.02296 -0.34214  0.1114
32 H 1.77879 -2.60252 -1.68002  0.0911
33 H 1.88787 -5.06929 -2.15212  0.1088
34 H -0.11391 -6.49427 -1.69366  0.0994
35 C -1.10750 2.96365 -0.01467  -0.5556
36 O -1.66439 2.08340 -0.92203  -0.3450
37 C -2.21875 3.32599 0.99113  -0.0375
38 H -2.19842 4.38745 1.25997  0.0729
39 H -2.13562 2.74589 1.91429  0.0503
40 H -3.19082 3.10815 0.53784  0.0853
41 C -0.46299 4.22986 -0.59626  -0.0539
42 H -1.09695 4.62931 -1.40333  0.0900
43 H 0.55873 4.08687 -0.96457  0.0542
44 H -0.40925 4.98202 0.19680  0.0727
45 C 0.21679 1.13349 2.66303  -0.1757
46 N 0.24764 -0.01023 1.69812  -0.1865
47 C -0.79052 -0.99531 2.12930  -0.1704
48 N -0.58845 -1.45628 3.52261  -0.0864
49 C -0.61273 -0.27540 4.41280  -0.1619
50 N 0.44156 0.70604 4.05154  -0.0893
51 C 1.75912 0.03541 4.12826  -0.1599
52 N 1.82422 -1.14627 3.23019  -0.0881
53 C 1.57552 -0.70211 1.84198  -0.1881
54 C 0.75040 -2.07799 3.64730  -0.1596
55 H -0.77714 1.59725 2.61907  0.0961
56 H 1.00613 1.85176 2.39655  0.1289
57 H -0.72659 -1.85467 1.44960  0.0872
58 H -1.77782 -0.52083 2.06522  0.1314
59 H -0.43882 -0.60936 5.44267  0.1230
60 H -1.59051 0.21307 4.31703  0.1246
61 H 2.53807 0.74835 3.82829  0.1254
62 H 1.92215 -0.30171 5.15757  0.1221
63 H 1.57311 -1.58264 1.18560  0.1079
64 H 2.38361 -0.00725 1.57482  0.1033
65 H 0.91285 -2.33852 4.70327  0.1229
66 H 0.79704 -2.97259 3.01216  0.1279

Results
2S+1 = 5
M = 518.03 u
Kohn-Sham gap (spin up / spin down) = 5.887 / 5.901 eV
F_max = 2.0 eV Å⁻¹

ORCA calculation (wB97M-V/def2-TZVPD) on a structure of composition C22H31AsI2N9O3PSSc at a distorted geometry.

Each line ends with the Löwdin charge.
Cartesian coordinates (Å):
1 Sc 0.78966 -0.13669 0.02007  1.0489
2 I 2.20703 -1.12629 4.76805  1.0875
3 C 0.83796 -2.23138 3.57959  -0.5775
4 C 0.23819 -3.39501 4.05113  -0.1921
5 C -0.70499 -4.05344 3.29133  -0.6286
6 I -1.71958 -5.69692 4.14065  1.0112
7 C -0.98039 -3.62013 1.96676  -0.1843
8 C -1.87895 -4.24684 1.08346  0.0113
9 C -1.99770 -3.78765 -0.20558  -0.0040
10 C -1.22669 -2.69769 -0.62197  -0.1069
11 N -0.41470 -2.03072 0.18195  0.0201
12 C -0.29583 -2.47419 1.47146  -0.1559
13 C 0.56095 -1.70480 2.32341  -0.4620
14 O 1.04069 -0.55070 1.91058  -0.2659
15 H 0.50197 -3.76916 5.02826  0.0951
16 H -2.46185 -5.08852 1.42616  0.0791
17 H -2.65995 -4.28167 -0.89904  0.1200
18 H -1.26666 -2.35335 -1.65116  0.0879
19 N 3.24960 -2.42996 1.26404  0.2107
20 C 3.72341 -1.24637 0.85298  -0.4154
21 N 4.88626 -0.85427 1.32726  0.2041
22 C 5.37298 0.30823 0.88559  -0.3974
23 N 6.51747 0.76023 1.35567  0.2269
24 N 4.74440 1.03979 -0.07223  0.2019
25 C 3.58925 0.59746 -0.47897  -0.2783
26 N 2.96585 -0.52045 -0.03008  0.0740
27 C 2.91646 1.31996 -1.58367  -0.1907
28 C 3.62052 2.26119 -2.32856  0.0378
29 C 2.99987 2.86201 -3.41213  0.0040
30 C 1.69905 2.48858 -3.71859  -0.0130
31 C 1.06721 1.54595 -2.92238  -0.1338
32 N 1.64043 0.97148 -1.85841  0.0206
33 H 3.86752 -2.99804 1.82287  0.1368
34 H 2.48963 -2.87107 0.76863  0.1184
35 H 7.03124 0.21492 2.03106  0.1372
36 H 6.91017 1.61210 0.98485  0.1352
37 H 4.63902 2.49178 -2.05872  0.1261
38 H 3.51385 3.60332 -4.00269  0.1306
39 H 1.18569 2.92585 -4.56075  0.1214
40 H 0.04841 1.23231 -3.13498  0.0431
41 N -1.44495 3.53029 -0.28603  0.0837
42 C -1.80032 3.21173 1.10912  -0.1713
43 P -0.72430 1.75684 1.61207  0.4812
44 O -1.46780 0.47136 1.66580  -0.3301
45 O 0.42429 1.81943 0.61600  -0.3903
46 C -0.15902 2.10038 3.36926  -0.1509
47 N -0.53856 0.91383 4.15776  0.1173
48 H -0.41368 3.53525 -0.35141  0.1433
49 H -1.83191 4.42708 -0.60150  0.1792
50 H -1.76773 2.71794 -0.91326  -0.0152
51 H -2.85098 2.92981 1.17594  0.1199
52 H -1.61979 4.07551 1.74918  0.1141
53 H -0.63406 2.99322 3.76997  0.1117
54 H 0.92104 2.25092 3.36876  0.1182
55 H -1.16604 1.12309 4.94131  0.1814
56 H 0.30317 0.39589 4.52184  -0.0032
57 H -1.03813 0.29318 3.47366  0.1197
58 C -3.29419 -1.75734 -3.42487  -0.2315
59 As -3.42159 0.11700 -2.92512  0.7989
60 C -5.21143 0.40760 -2.21977  -0.2249
61 C -3.27736 1.08306 -4.60850  -0.2294
62 S -1.93753 0.73721 -1.49848  0.2626
63 H -3.94571 -1.91377 -4.28502  0.0581
64 H -3.62223 -2.40265 -2.60956  0.0368
65 H -2.27313 -2.01394 -3.71341  0.0440
66 H -5.88724 -0.26956 -2.74041  0.0516
67 H -5.53783 1.43383 -2.39944  0.0500
68 H -5.25378 0.20001 -1.14883  0.0451
69 H -4.16593 0.85383 -5.19833  0.0547
70 H -2.38965 0.74745 -5.14825  0.0469
71 H -3.22111 2.16169 -4.45436  0.0446

Results
relative energy (zero: lowest compared OMol25 entry of this formula, charge and spin) = 145.2 kJ/mol
M = 906.28 u
Kohn-Sham gap = 7.089 eV
F_max = 1.6 eV Å⁻¹
net charge = +3